[1]
84
Properties=species:S:1:pos:R:3 method="wB97M-V/def2-TZVPD" orbital_gap_ev="6.1 / 7.4" spin_multiplicity=5 energy_ev=-95351.504 homo_energy_ha="-0.25972 / -0.25950" relative_energy_kj_mol=72.8 charge=0
H 0.2779 -3.4665 -2.2850
N 2.0470 -0.0646 2.6583
H -0.0186 3.4224 1.3867
C 2.5202 1.1978 -2.3841
O 1.7588 -2.8963 -0.4747
H -1.0222 -2.2687 -2.1985
C 5.2672 -0.2880 0.0327
C 3.1382 -0.1371 1.7499
H -3.9185 -1.4775 -1.5850
C 0.5846 -1.7385 -3.5362
H -2.5336 3.3218 2.8864
H -2.1545 1.0806 -3.2189
H -0.2165 -2.8463 5.4395
H -0.0053 2.6324 2.9546
C -1.5447 1.8672 1.6615
H -4.6089 1.3898 -0.1715
H 2.3304 1.0180 -1.3261
S 3.1315 -3.2552 -1.0582
C -1.6335 2.2255 -1.4188
C -1.7418 0.8121 2.7599
N 0.7148 -1.8065 1.8582
H -3.7693 2.3021 -1.8932
H 3.5841 1.4080 -2.4935
H -0.7927 3.9587 -0.3745
H 1.9612 2.0850 -2.6768
H -5.1981 -0.2389 0.1236
C 2.1337 -0.0092 -3.2238
H 0.4159 2.7662 -0.8881
C 5.4532 0.1883 1.2735
Mn 1.0481 -1.1638 -0.2676
C -4.3881 0.4609 0.3494
H -0.8675 -3.3000 -3.6195
C -3.0676 -0.1695 -0.1068
C 0.8624 -1.4780 4.2116
H -3.2734 3.5035 -0.7000
H -0.5299 0.7533 -2.5939
H -0.3546 3.8298 -2.0694
C -2.9622 2.9667 -1.5921
H -1.0685 -0.0321 2.6245
H 6.0495 -0.3133 -0.7125
C 3.9676 -0.8984 -0.3205
H 2.3199 0.4064 3.5084
H 1.7442 0.3100 -4.1966
H -2.8404 3.7035 -2.3916
C -3.2417 -0.6200 -1.5625
C 0.0495 -2.5628 4.4296
H -1.5129 1.2724 3.7245
O 3.2082 -2.7658 -2.4113
C -0.3074 -2.7527 -2.8607
H 0.6332 1.7890 1.5386
H -3.5996 2.6542 1.6589
N 2.8630 -0.4568 0.4704
H 0.0303 -1.1665 -4.2904
H -4.4180 0.6521 1.4191
H -1.0080 -4.1949 3.4716
H -1.7731 -1.7758 0.5561
O 4.1164 -2.4106 -0.1725
C -0.5216 3.2532 -1.1566
H -2.9461 -1.2901 1.7777
N -0.2246 0.1291 -0.1585
C -0.3986 -3.3132 3.3428
H -2.3686 3.8426 1.2198
C -0.1460 2.4648 1.8828
C -2.7938 -1.4340 0.7113
P -1.5398 0.9613 -0.0094
C -1.2833 1.5238 -2.7437
H 1.4218 -2.2460 -4.0199
O 1.1023 -0.7899 -2.5919
C 1.2087 -1.1357 2.8959
C 4.3806 0.1771 2.2160
H 2.9846 -0.6699 -3.4064
H 6.4153 0.5901 1.5677
H -3.4697 -2.2270 0.3821
C -0.0338 -2.8962 2.0855
H 1.2597 -0.8994 5.0353
H -3.6841 0.1573 -2.1810
H -2.7627 0.4434 2.8142
H -2.3011 -0.9234 -2.0080
H 3.7422 -0.7542 -1.3742
C -2.5800 2.9798 1.8483
H 4.5323 0.4342 3.2543
H -0.3563 -3.4390 1.2066
O 3.4076 -4.6312 -0.8267
H -0.8847 2.2689 -3.4371



[2]
113
Properties=species:S:1:pos:R:3 method="wB97M-V/def2-TZVPD" orbital_gap_ev="7.8 / 2.7" spin_multiplicity=2 energy_ev=-173146.955 homo_energy_ha="-0.45220 / -0.45220" charge=+1
H 11.8637 8.8450 -0.8464
H 7.8400 6.0315 0.2785
C 11.3863 7.9029 -0.5768
C 10.6676 12.5798 -1.6820
S 7.9932 9.0030 -6.9158
O 14.2280 7.6514 0.5443
C 6.4588 9.1826 -5.0100
C 10.0329 15.5488 0.0701
H 4.9835 11.1736 1.2872
H 10.5206 7.8054 -1.2320
H 10.2360 17.6235 0.1747
H 7.9332 7.1353 5.8996
O 7.6269 4.1417 3.0004
O 12.2186 6.8117 -0.7595
C 5.8457 5.8328 -0.4087
H 1.9902 10.1045 2.6324
H 5.9626 14.0786 4.8666
S 4.4125 14.9325 -0.1530
H 1.7128 14.1500 -1.5562
H 11.7281 12.8304 -1.7058
O 0.8419 8.6054 0.5735
O -0.5578 6.8344 1.9700
H 7.6336 4.9368 5.6035
S 13.3041 6.5443 0.4906
H 6.5769 7.8735 3.9493
H 6.2083 9.5389 -1.0378
H 5.1042 11.5954 -0.4444
O 8.1002 8.5854 0.5829
C 7.8270 5.2355 3.5175
O 10.5790 11.1417 -1.6410
H 9.3528 5.0428 5.1418
H 9.1327 14.8463 2.5286
C 9.9073 13.0100 -2.8921
H 8.9329 13.4629 -2.7087
S 6.8160 5.4846 -2.7487
O 5.7174 14.4842 0.2906
C 8.3547 5.4416 4.9606
C 5.6025 11.1062 0.3926
H 2.6136 16.2453 -2.0062
H 8.1639 17.3282 0.9181
H 5.5028 8.7119 -5.2390
O 1.5086 8.2150 2.8159
O 3.6595 15.9022 0.7054
O 9.5419 11.8501 -3.6689
O 9.4723 8.8221 -7.0465
H 6.8052 12.7044 1.1294
H 8.8555 17.5061 2.5093
C 7.2201 5.2418 -0.1460
H 9.3888 7.3929 5.0646
C 2.3107 9.1344 2.2525
C 5.1721 13.4600 4.4417
O 8.1321 10.3813 -2.2826
H 10.4780 13.6629 -3.5525
C 8.4175 6.9118 4.9490
O 12.1001 6.9175 1.5670
H 4.5510 14.1239 3.8404
H 11.1020 8.5871 1.5693
O 5.9903 6.4388 -1.6065
O 5.1651 9.9720 3.8566
O 13.7515 5.1109 0.6024
H 7.3079 11.9649 -0.4097
C 6.6739 10.6834 -5.4174
C 2.7602 14.0004 -1.8183
H 2.0012 10.3771 0.3862
H 3.3550 8.9738 2.5203
S 9.4775 10.5062 -2.7421
C 4.3700 12.6980 5.4927
C 8.8497 16.8652 1.6276
S 5.9784 11.0365 4.5425
H 6.4871 9.1070 -3.9230
O 7.5665 6.4312 2.9558
O 7.8930 10.7501 0.9993
O -0.8017 9.3535 2.3979
H 2.6800 8.8235 0.1534
O 3.5290 13.6475 -0.7105
O 7.5641 8.4574 -5.4261
H 5.5068 6.4346 0.4345
H 5.0849 5.0666 -0.5572
O 9.0273 14.8054 0.4918
O 7.6338 10.5630 -6.4637
C 11.0434 7.6848 0.9606
O 10.7246 15.3468 -0.9169
H 2.8997 13.3050 -2.6460
O 5.9768 4.3922 -3.2947
O 7.5619 6.2755 -3.7336
H 10.1023 7.1561 1.1123
O 7.3525 10.8805 4.8214
O 4.3996 15.6615 -1.6205
C 5.9891 9.6934 0.0187
H 8.1610 8.4373 3.5131
C 1.9709 9.3620 0.7821
H 7.1453 11.1872 -4.5735
O 10.0669 9.3916 -3.4807
C 7.4065 9.5355 0.5601
C 10.0980 16.8200 0.8981
C 8.5788 15.3273 1.7224
H 5.3424 8.8926 0.3775
H 7.5433 15.1679 2.0229
C 7.6101 7.5496 3.8240
C 6.9608 11.7624 0.6035
H 10.2225 12.9770 -0.7697
H 10.9507 16.7200 1.5696
H 5.7414 11.1401 -5.7490
O 7.1760 8.5038 -7.9757
H 4.0082 13.3270 6.3061
O 5.7965 12.4982 3.7406
C 3.1313 15.3367 -2.3136
H 3.5162 12.2151 5.0175
O 7.8050 4.9582 -1.4642
H 7.1430 4.2989 0.3954
O 5.2470 11.6708 5.9011
H 3.1755 15.5118 -3.3885
S 0.0251 8.2434 1.9462



[3]
86
Properties=species:S:1:pos:R:3 method="wB97M-V/def2-TZVPD" orbital_gap_ev="5.9 / 6.3" spin_multiplicity=4 energy_ev=-191463.940 homo_energy_ha="-0.06413 / -0.08211" relative_energy_kj_mol=15.7 charge=-2
O 0.1081 1.7896 1.9078
H 1.0707 -3.8473 -6.2201
H 2.2591 0.6611 -2.8148
Si 0.8369 -0.4329 -4.5415
C 1.5625 -4.7569 4.6666
H -5.5069 0.4529 3.1242
H 2.4375 0.9047 2.5944
O -2.4596 1.1744 2.0401
H -0.7604 1.3273 -3.8001
H -1.3255 5.4265 2.0676
H 2.2491 2.5957 3.0877
H -0.1104 -4.9457 -5.5109
H -1.0260 -0.1407 3.4348
H -0.2423 -4.5101 2.7555
H 1.0452 -4.9019 -1.4663
H -1.1686 0.7629 -5.4251
H 0.1150 6.0008 1.1913
H -0.1360 -5.5839 -2.5748
C -0.9314 4.3575 0.2216
H 0.1607 1.9178 -5.1998
H -4.2362 0.3929 0.2448
C 2.9002 -3.3042 3.1907
C 0.7473 -3.2284 1.3613
H -3.9496 0.3816 3.9841
H 0.1533 4.4512 2.0676
As -0.3042 -2.0678 -3.3585
S -1.1096 0.6606 -0.7660
C 1.7140 -4.0192 3.4605
Si -1.2704 1.6936 1.0186
C 3.9778 -3.3038 4.1175
H -2.2085 4.6593 -1.4786
H 2.3339 1.3134 4.3221
H 0.0141 2.0657 5.2701
C 0.2824 3.9415 -0.6124
H 0.3719 -0.3299 4.5230
C 1.9687 1.5664 3.3248
C 0.9192 -4.5868 -5.4297
H 1.5627 -0.1075 -6.9511
C -1.8511 5.2380 -0.6256
H -3.5630 3.5522 2.1710
Si 1.2018 -3.8029 -3.7037
C 1.2797 -0.9630 -6.3306
H -1.3156 6.1182 -0.9879
C -0.3410 1.0462 -4.7705
H -4.0886 2.1422 0.0813
H -5.1849 3.0438 2.6963
H -2.7136 5.5611 -0.0381
C -4.4278 0.3324 3.0039
H -4.2185 -0.6465 2.5702
C 0.8977 -5.2368 -2.4954
C -3.8550 1.4249 2.1014
C 2.4527 0.2580 -3.8129
H 3.3225 -2.8887 -2.7445
H 3.3762 -2.8297 -4.5110
C 0.0540 -0.0252 3.5237
H 2.1110 -1.6735 -6.3383
S -0.6370 -3.1677 0.3261
C -0.2267 2.3577 4.2457
H 1.5621 -6.0854 -2.6820
H -0.0390 3.3469 -1.4677
C -4.4875 1.3459 0.7118
S 2.1696 -1.5861 -0.3661
C 2.9981 -2.5854 2.0033
H 2.8807 1.0519 -4.4314
C 3.0720 -3.4393 -3.6546
C -4.1196 2.8014 2.7271
H 0.8196 4.8250 -0.9644
C 0.6724 -3.9734 2.5409
N 1.4240 -5.3507 5.6447
H 0.5245 -0.6729 2.7906
H -3.7859 2.8130 3.7673
H 0.4175 -1.4498 -6.7934
N 4.8575 -3.2903 4.8622
H 3.6646 -4.3584 -3.6683
Co -0.0500 -1.3829 -1.0565
C -0.4664 5.1177 1.4676
H 1.5913 -5.4289 -5.6210
H 3.9084 -2.0391 1.7926
O -1.7142 3.2489 0.6382
H -1.3044 2.3021 4.1032
C 1.9564 -2.5229 1.0757
H 3.1975 -0.5337 -3.7044
H 0.1003 3.3874 4.0834
C 0.4522 1.4167 3.2436
H -5.5730 1.4453 0.7818
H 0.9536 3.3255 -0.0127



[4]
77
Properties=species:S:1:pos:R:3 method="wB97M-V/def2-TZVPD" orbital_gap_ev="2.7 / 6.9" spin_multiplicity=5 energy_ev=-64891.601 homo_energy_ha="0.00143 / -0.15967" relative_energy_kj_mol=184.4 charge=-1
H -0.0319 -3.7713 -2.6467
H -3.7032 -2.1770 3.2014
H 5.8260 0.7871 -0.9515
H -0.5585 2.6331 0.7976
H -1.5376 -0.7494 -0.9559
C 0.1753 -1.9210 -1.5575
H 0.3477 0.2754 -3.1573
H -0.0690 2.6727 -2.2332
H -2.9463 -3.5311 2.3102
H -3.9570 3.2078 -0.7026
C -0.8666 -2.1953 -3.8791
H -0.3510 5.0778 -2.0997
H -0.7289 -4.4622 3.2973
C 2.4852 0.7696 -1.9557
H -2.5343 4.1067 -2.4384
H 4.0393 2.2171 -1.6451
H 2.6696 -1.3013 -0.1940
H 1.0323 3.2891 -0.9946
H -2.3069 1.6127 -1.5311
H 0.0730 -2.1567 -4.4504
C -2.9023 3.3768 -0.4588
H 5.0231 -0.6649 -1.5333
C -2.1572 2.0503 -0.5343
H 2.4295 -0.4187 1.3834
H -1.4367 -0.2866 -4.7336
Cl 1.7394 2.2433 2.3130
C -0.5690 -3.4922 3.7674
H -1.5597 -3.1108 -2.0513
C -0.7528 4.4835 -1.2744
H 1.1481 -2.2671 3.6141
C -2.7545 -2.6130 2.8740
C -0.6657 2.1913 -0.2088
C 4.8490 0.3088 -1.0530
H 1.1877 -1.7519 -1.9543
H 4.3479 0.9909 0.9475
C 2.7955 -0.3225 0.2976
H -1.5604 -2.8173 -4.4513
H 0.9835 -3.4295 2.3366
H 2.2628 1.7254 -0.0600
H 4.8292 -0.7062 0.8673
H 2.3600 -0.2235 -2.4160
C 3.9691 1.1686 -1.9753
C -2.2145 -1.7670 1.7564
H -2.4841 -0.8427 -3.4222
C -0.0260 3.1300 -1.2326
C -2.5735 -0.4716 1.6373
C -0.0694 -1.5912 2.0594
C 0.1912 0.3367 4.1959
C -0.5988 -2.8414 -2.5161
C -2.2809 4.3934 -1.4074
H -1.9214 -2.3761 0.8479
H 0.0961 -1.9109 0.9917
H -0.5132 5.0143 -0.3446
H -1.1428 1.0728 -2.7072
Cl 1.4330 -0.3213 5.2678
Ir 1.0007 0.0584 2.3535
H -0.1020 -3.6969 4.7166
H -2.0548 0.1938 2.3766
C -1.8980 -2.8684 4.1142
C -1.4369 -0.7779 -3.7508
H 0.0548 1.4046 4.4421
C 0.4381 -2.7043 2.9267
H -2.8624 3.7320 0.5811
H -2.7288 5.3710 -1.2190
H -0.7377 -0.1942 4.3929
C -0.6586 0.0940 -2.7554
C -0.5270 -0.5691 -1.3716
H -2.6344 1.3987 0.1898
H 4.3446 1.1153 -3.0001
H 1.9009 1.4908 -2.5469
C 2.0371 0.7405 -0.4964
H -1.7767 -1.9568 4.7021
H -3.1934 -0.0641 0.8499
P 0.2482 0.5374 0.0089
H -2.5021 -3.5792 4.7106
C 4.2677 0.0735 0.3447
H 0.3015 -2.4424 -0.6061



[5]
120
Properties=species:S:1:pos:R:3 method="wB97M-V/def2-TZVPD" orbital_gap_ev=7.1 energy_ev=-549624.758 homo_energy_ha=-0.43609 relative_energy_kj_mol=469.3 charge=+1
H 4.7267 5.0779 -3.8812
Cl 1.2922 -5.8675 -1.1715
H -0.1857 3.1160 0.2092
H -7.0050 -5.3414 4.8724
H -0.7609 -5.6854 2.2500
H 3.9030 4.4024 2.1845
Cl -2.5053 6.4612 -4.3932
Cl -4.5601 -3.4484 -4.3342
C 5.8942 8.1974 -3.6377
Cl 9.2375 7.6300 -4.6008
C -10.3835 -4.5523 6.0756
H 2.9779 3.4580 0.9899
C 9.5242 6.8251 2.4906
Cl 8.3952 10.3014 -3.7870
C -0.3682 -6.6898 2.3933
O -0.8483 -3.6577 1.1789
H 2.6921 -2.7314 -2.0900
P -6.5652 -3.8001 -0.6867
H -1.4310 -10.2964 -0.5132
Cl 6.0193 3.4377 5.2011
C 2.5197 -7.1338 -1.0346
H -6.7344 -0.3584 0.3865
Cl 4.8892 3.1532 -2.5274
C -0.7579 2.9339 1.1197
C -6.4387 -1.0504 7.1838
H -10.3740 -2.7181 -2.4205
Cl 4.6806 0.6409 0.8699
Cl -5.3089 -5.9245 3.3455
H 0.4204 -6.8843 1.6661
Cl 10.2779 1.7739 3.3685
C -1.3296 7.7764 -4.2850
H -1.7491 8.5778 -3.6786
Cl 5.5013 7.3645 -5.1481
H 7.1121 2.2849 3.4576
H -3.6370 -1.2801 -4.2556
Cl -10.1576 -0.8733 -0.9636
H 0.0001 -3.9754 -1.3132
H 3.5320 1.7929 -0.8386
C -0.7093 -9.9543 -1.2536
Cl 2.0762 -8.3199 0.1990
H 9.5157 9.6628 -5.7627
H -1.1167 8.1446 -5.2875
C 6.2368 2.9297 3.5225
C 2.9324 3.9687 1.9515
Cl -7.4764 -2.4516 6.8972
H -2.4758 -2.4843 -4.8711
N -5.2562 -1.1230 -0.4467
C -3.7011 -3.2186 -0.3192
H 9.2589 7.3399 3.4129
C -5.0936 -2.5681 -0.4794
H 0.1781 4.7201 -3.1453
Cl 0.1781 7.2249 -3.5438
H 8.7518 6.1006 2.2372
H -3.5871 -4.3657 -0.3220
H -4.2624 0.9322 -0.2187
Cl -10.1912 -3.4151 4.7355
H 10.5676 9.5583 -4.3281
H 4.6502 0.5679 -1.4860
C 3.6427 -3.0678 -2.5008
H 10.0113 -0.0726 1.9264
Cl -1.6781 4.3872 1.5221
Cl 11.0540 5.9726 2.7288
Cl 4.4284 -4.1336 -1.3298
C -6.6504 -4.9342 3.9317
H 3.1505 4.5958 -3.2037
H 6.5517 9.0402 -3.8579
C 3.9105 0.7807 -0.7159
C -3.2447 -2.2878 -4.1249
Cl 2.5097 2.7954 3.2058
H 3.4689 -6.6761 -0.7613
Cl 9.6488 8.0117 1.1859
H -10.7012 -4.0049 6.9620
O -6.4850 -0.5519 -0.5573
C -2.6563 -0.7491 -0.0746
Cl 3.3442 -3.9059 -4.0284
C -1.0471 -3.0456 0.0958
O -0.0790 -3.0450 -0.9589
Cl 3.6770 3.4025 -5.1686
Cl -7.3958 0.3972 7.5202
C 0.5572 3.7064 -3.0221
H -8.2866 -2.3389 -0.8367
H 0.2591 -9.8032 -0.7821
H 8.8450 -0.0965 3.2734
H 1.2995 3.4933 -3.7907
H -11.1379 -5.2904 5.8074
C -2.4672 -2.2907 -0.1032
Cl -1.8322 1.5501 0.8513
C 9.5698 9.3617 -4.7175
Cl -0.7837 2.5663 -3.1864
H -1.7381 -0.0338 0.0691
H -11.5724 -2.7579 -1.1016
H 5.3514 2.3829 3.2005
H -5.8302 -0.8740 6.2974
O -7.8819 -3.0164 -1.4446
Cl 6.7098 7.1131 -2.5046
Cl -8.8648 -5.3865 6.4296
Cl -1.6753 -7.8577 2.1506
Cl 8.1132 1.2570 1.4843
H -5.7951 -1.2555 8.0381
H -6.4953 -3.5208 1.5253
Cl 1.7325 5.2622 1.8596
Cl -2.5296 -2.4206 -2.5074
C 9.3389 0.5319 2.5333
C 4.0711 4.2359 -3.6604
H 4.9724 8.5572 -3.1821
H -0.0813 2.7026 1.9421
Cl 6.4704 4.3241 2.4591
O -6.9699 -4.1841 0.9632
C -11.0672 -2.1227 -1.8278
C -4.1262 -0.2135 -0.2548
Cl -1.2653 -8.4174 -1.9294
Cl -0.5497 -11.1849 -2.5121
Cl -6.1443 -3.2592 4.1835
H 2.6166 -7.6394 -1.9944
H 4.2880 -2.2106 -2.6873
Cl 2.5669 -0.3588 -0.8786
Cl 0.3070 -6.8159 4.0218
H -7.4530 -4.9539 3.1952
Cl 1.3199 3.5692 -1.4309
Cl -12.2720 -1.4056 -2.9008